No. 1
{"formula": "C40H62ClN9O5", "method": "ωB97M-V/def2-TZVPD", "elements": ["C", "C", "N", "C", "C", "C", "C", "C", "O", "C", "H", "H", "H", "H", "H", "H", "H", "H", "H", "H", "H", "H", "H", "H", "H", "H", "H", "H", "H", "H", "Cl", "O", "O", "O", "O", "C", "C", "C", "C", "N", "H", "H", "H", "H", "H", "H", "H", "N", "C", "C", "C", "C", "H", "H", "H", "H", "H", "N", "C", "C", "C", "C", "H", "H", "H", "H", "H", "N", "C", "C", "C", "C", "H", "H", "H", "H", "H", "N", "C", "C", "C", "C", "H", "H", "H", "H", "H", "N", "C", "C", "C", "C", "H", "H", "H", "H", "H", "N", "C", "C", "C", "C", "H", "H", "H", "H", "H", "N", "C", "C", "C", "C", "H", "H", "H", "H", "H"], "xyz": [[-2.717, 0.165, -0.833], [-1.808, 0.788, 0.206], [-0.377, 0.965, -0.201], [-0.254, 2.030, -1.299], [0.483, 1.603, 0.878], [0.687, 0.641, 2.058], [0.212, -0.298, -0.744], [1.402, -0.212, -1.668], [2.531, 0.422, -1.106], [3.522, 0.687, -2.089], [-2.331, 0.166, -1.856], [-3.657, 0.702, -0.972], [-3.006, -0.841, -0.531], [-1.684, 0.095, 1.042], [-2.195, 1.724, 0.605], [-0.708, 1.554, -2.164], [0.796, 2.234, -1.488], [-0.692, 2.955, -0.943], [0.156, 2.602, 1.153], [1.490, 1.671, 0.471], [1.534, 0.980, 2.657], [0.903, -0.390, 1.799], [-0.149, 0.611, 2.759], [-0.583, -0.885, -1.189], [0.595, -0.888, 0.087], [1.150, 0.373, -2.564], [1.581, -1.217, -2.065], [4.081, -0.198, -2.398], [4.243, 1.338, -1.591], [3.072, 1.238, -2.917], [-0.496, -3.352, 2.219], [-0.977, -2.519, 1.127], [0.346, -4.372, 1.687], [0.261, -2.529, 3.124], [-1.572, -4.058, 2.905], [-2.291, -1.207, -7.637], [-1.171, -0.236, -8.014], [-1.174, 1.082, -7.230], [-0.813, 0.858, -5.826], [-0.480, 0.643, -4.748], [-2.127, -1.564, -6.616], [-2.238, -2.073, -8.289], [-3.230, -0.658, -7.586], [-1.304, 0.111, -9.045], [-0.192, -0.712, -8.029], [-2.153, 1.564, -7.223], [-0.436, 1.792, -7.605], [3.237, -1.456, 3.348], [3.445, -0.502, 4.323], [4.798, -0.326, 4.399], [5.433, -1.111, 3.424], [4.426, -1.828, 2.799], [2.330, -1.852, 3.148], [2.665, -0.122, 4.961], [5.396, 0.353, 4.989], [6.494, -1.048, 3.247], [4.451, -2.425, 1.903], [-4.659, 3.038, -2.864], [-4.850, 3.047, -1.516], [-3.794, 3.709, -0.946], [-2.972, 4.219, -1.997], [-3.518, 3.741, -3.163], [-5.321, 2.712, -3.543], [-5.677, 2.582, -1.006], [-3.778, 3.964, 0.103], [-2.073, 4.788, -1.836], [-3.197, 3.749, -4.191], [1.749, -4.787, -2.514], [2.964, -5.288, -2.822], [3.919, -4.726, -2.003], [3.213, -3.748, -1.237], [1.878, -3.808, -1.558], [0.884, -5.085, -2.924], [3.093, -5.981, -3.638], [4.962, -4.984, -2.037], [3.636, -3.029, -0.552], [1.004, -3.355, -1.121], [-2.227, -1.777, 5.213], [-3.259, -1.751, 6.077], [-3.766, -0.466, 6.103], [-2.864, 0.322, 5.335], [-1.889, -0.497, 4.836], [-1.692, -2.608, 5.013], [-3.617, -2.641, 6.568], [-4.615, -0.047, 6.616], [-2.933, 1.393, 5.216], [-0.992, -0.409, 4.249], [5.155, 2.037, 1.879], [6.309, 2.777, 1.794], [5.921, 4.076, 1.515], [4.508, 4.113, 1.470], [4.070, 2.838, 1.746], [5.045, 1.070, 2.152], [7.221, 2.210, 1.863], [6.593, 4.914, 1.433], [3.893, 4.949, 1.182], [3.077, 2.465, 1.927], [-2.761, -5.182, -0.634], [-3.152, -6.485, -0.632], [-4.171, -6.572, -1.572], [-4.369, -5.292, -2.131], [-3.495, -4.436, -1.505], [-2.150, -4.787, 0.062], [-2.800, -7.195, 0.093], [-4.647, -7.501, -1.847], [-5.063, -5.051, -2.919], [-3.263, -3.386, -1.566], [-1.316, 4.009, 3.947], [-1.747, 5.269, 3.577], [-0.625, 6.059, 3.385], [0.489, 5.279, 3.726], [0.041, 4.049, 4.107], [-1.907, 3.200, 3.909], [-2.799, 5.469, 3.466], [-0.656, 7.084, 3.055], [1.525, 5.572, 3.648], [0.563, 3.103, 4.151]], "atomic_forces_ev_per_a": [[-0.7, 0.0, -0.6], [0.4, -0.8, 1.0], [1.2, 2.9, -1.5], [-0.4, -1.0, 0.1], [1.1, -2.3, 1.1], [-0.5, 0.7, 0.9], [1.0, -1.0, 1.0], [-0.5, 1.1, -1.7], [-0.2, -0.6, 0.3], [0.3, 0.6, 0.8], [0.3, -0.2, 0.2], [0.1, 0.3, 0.5], [0.3, -0.1, -0.2], [-0.5, 0.0, 0.1], [0.3, 0.2, -0.2], [-0.2, 0.8, -0.3], [0.0, -0.3, 0.0], [-0.5, -0.2, -0.1], [-0.5, -0.1, -0.1], [-0.2, 0.3, -0.5], [0.1, 0.1, -0.1], [0.0, 0.1, -0.2], [-0.1, 0.0, -0.2], [0.0, 0.1, -0.2], [-0.6, 0.0, 0.2], [-0.2, -0.2, 0.0], [0.3, -0.1, 0.4], [-0.4, -0.2, -0.2], [0.0, 0.1, -0.1], [0.1, -0.2, -0.3], [-0.4, -2.0, -0.1], [-0.5, 0.2, 0.2], [0.8, -0.1, -0.6], [0.1, 0.7, 0.7], [0.1, 1.5, -0.2], [1.0, 0.5, 0.9], [-0.3, 0.6, -1.0], [0.4, -0.3, 0.9], [0.1, -0.1, 0.2], [-0.1, 0.1, 0.1], [0.1, -0.1, 0.0], [-0.6, 0.1, -0.2], [-0.3, -0.4, -0.5], [-0.1, -0.3, -0.1], [0.0, 0.0, 0.4], [0.0, -0.1, -0.3], [-0.1, 0.0, -0.2], [-0.2, 0.5, 0.4], [0.2, -0.7, 0.0], [0.8, 1.0, 0.2], [-0.6, -0.3, -0.3], [0.4, 0.4, -0.5], [0.0, -0.2, -0.1], [-0.2, -0.1, -0.1], [-0.5, 0.1, 0.4], [0.0, -0.4, -0.3], [0.0, -0.3, 0.2], [0.1, 0.2, 0.2], [0.3, -0.1, 0.5], [-0.6, 0.7, 0.0], [-0.2, -0.8, 0.3], [0.0, -0.1, -0.3], [0.0, -0.1, 0.0], [-0.2, 0.0, -0.3], [0.3, -0.1, 0.0], [0.0, 0.1, -0.3], [0.1, 0.3, 0.0], [-0.4, 0.6, 0.0], [0.8, -0.7, -0.1], [-1.1, 0.4, -0.6], [0.2, 0.2, 0.3], [0.3, -0.6, -0.1], [0.0, 0.0, 0.0], [-0.1, -0.2, 0.2], [0.1, 0.2, 0.1], [0.0, -0.2, 0.2], [0.0, 0.1, 0.1], [1.0, 0.1, 0.6], [-1.5, 0.3, -0.1], [0.8, 0.1, 0.0], [-0.1, 0.5, 0.0], [-0.2, -1.2, -0.4], [0.1, 0.1, -0.2], [0.0, 0.0, -0.2], [0.0, -0.3, 0.2], [0.1, 0.0, 0.0], [-0.1, 0.4, -0.1], [-0.4, -0.1, 0.5], [-0.9, -0.4, -0.3], [0.7, -0.3, 0.2], [-0.1, -0.2, 0.0], [-0.1, 0.5, -0.3], [0.4, 0.0, 0.1], [0.3, 0.5, 0.0], [0.0, 0.0, -0.2], [0.0, 0.1, 0.3], [0.0, -0.1, -0.2], [0.4, 0.1, 0.8], [-1.1, 0.5, -0.7], [0.7, -0.7, 0.4], [-0.1, 0.2, -0.2], [0.3, -0.2, 0.1], [0.2, 0.1, 0.0], [0.2, 0.0, -0.1], [-0.2, 0.1, 0.0], [0.0, 0.1, 0.0], [-0.3, 0.0, -0.3], [-0.4, 1.3, 0.0], [0.5, -0.4, -0.4], [-1.3, 0.0, 0.3], [0.7, 0.1, 0.0], [0.1, -1.4, -1.1], [0.1, -0.2, 0.4], [0.0, 0.1, -0.1], [0.1, 0.1, 0.1], [0.0, 0.0, 0.1], [0.2, 0.2, 0.5]], "mulliken_charge": [-1.43, -0.03, 1.38, -1.19, -0.48, 0.04, 0.27, -1.31, -0.02, -0.91, 0.33, 0.12, 0.42, 0.21, 0.50, 0.50, 0.35, 0.17, 0.49, 0.36, 0.20, -0.24, -0.33, 0.71, -0.79, 0.38, 0.16, 0.31, 0.23, 0.36, 1.76, -0.48, -0.73, -0.83, -0.73, -1.05, -0.44, -0.50, 0.20, -0.38, 0.30, 0.32, 0.30, 0.30, 0.35, 0.27, 0.31, 0.34, -0.57, -0.50, -0.74, -0.31, 0.18, 0.50, 0.38, 0.43, 0.35, 0.05, -1.14, 0.17, -0.71, -0.59, 0.20, 0.44, 0.60, 0.55, 0.47, 0.03, -0.31, -1.03, 0.10, -1.02, 0.20, 0.39, 0.42, 0.53, 0.77, 0.18, -0.52, -0.79, -0.14, 0.01, 0.20, 0.39, 0.40, 0.32, 0.12, 0.20, -0.43, -0.72, -0.59, -0.33, 0.17, 0.45, 0.40, 0.43, 0.38, 0.10, -0.51, -0.47, -0.64, -0.15, 0.23, 0.40, 0.38, 0.38, 0.20, 0.09, -0.59, -0.47, -0.53, -0.76, 0.27, 0.45, 0.43, 0.48, 0.65], "charge": 0, "fmax_ev_per_a": 3.5, "e_homo_ha": -0.2900}

***

No. 2
{"formula": "C40H62INO7P4ScSi", "method": "ωB97M-V/def2-TZVPD", "elements": ["Sc", "C", "Si", "C", "C", "C", "C", "C", "C", "P", "C", "C", "C", "C", "C", "C", "C", "C", "C", "C", "C", "C", "C", "C", "C", "C", "C", "C", "P", "C", "C", "C", "C", "C", "C", "C", "C", "C", "C", "C", "C", "H", "H", "H", "H", "H", "H", "H", "H", "H", "H", "H", "H", "H", "H", "H", "H", "H", "H", "H", "H", "H", "H", "H", "H", "H", "H", "H", "H", "H", "H", "H", "H", "H", "H", "H", "H", "H", "H", "H", "H", "H", "H", "H", "H", "H", "H", "H", "H", "H", "H", "H", "H", "H", "H", "H", "O", "P", "O", "O", "O", "P", "O", "O", "O", "H", "H", "C", "C", "C", "N", "H", "H", "H", "H", "H", "I"], "xyz": [[1.165, 0.514, 0.155], [-1.789, 3.386, -0.417], [-1.373, 1.508, -0.320], [-2.709, 0.915, 0.970], [-4.063, 1.289, 0.857], [-4.980, 0.775, 1.776], [-4.619, -0.118, 2.776], [-3.345, -0.654, 2.777], [-2.361, -0.084, 1.913], [-0.528, -0.250, 2.100], [-0.102, 0.810, 3.616], [0.071, 2.282, 3.357], [-1.243, 3.135, 3.446], [-1.814, 2.996, 4.847], [-2.198, 1.569, 5.053], [-1.051, 0.576, 4.857], [-0.267, -2.065, 2.485], [-1.082, -2.880, 1.459], [-2.084, -3.859, 2.188], [-1.265, -4.790, 3.064], [-0.229, -4.038, 3.983], [-0.442, -2.556, 3.967], [-2.071, 0.944, -1.943], [-3.341, 1.272, -2.386], [-3.826, 1.363, -3.683], [-2.941, 0.874, -4.642], [-1.687, 0.445, -4.287], [-1.190, 0.626, -2.990], [0.541, 0.363, -2.669], [1.025, -1.321, -3.380], [-0.101, -2.339, -3.247], [0.503, -3.773, -3.411], [1.743, -3.821, -4.337], [1.624, -2.783, -5.389], [1.585, -1.383, -4.782], [1.421, 1.622, -3.714], [0.579, 2.517, -4.663], [-0.213, 3.598, -3.977], [0.596, 4.542, -3.123], [1.377, 3.657, -2.145], [2.174, 2.557, -2.787], [-2.798, 3.534, -0.673], [-1.179, 3.857, -1.143], [-1.704, 3.880, 0.535], [-4.354, 2.178, 0.225], [-6.016, 1.102, 1.736], [-5.381, -0.453, 3.531], [-3.139, -1.382, 3.579], [0.820, 0.258, 3.853], [0.482, 2.471, 2.322], [0.789, 2.602, 4.062], [-2.035, 2.857, 2.695], [-0.886, 4.181, 3.291], [-2.635, 3.698, 5.084], [-0.994, 3.186, 5.528], [-2.931, 1.270, 4.308], [-2.707, 1.395, 5.993], [-1.527, -0.420, 4.946], [-0.408, 0.759, 5.691], [0.779, -2.235, 2.205], [-0.463, -3.452, 0.811], [-1.765, -2.241, 0.841], [-2.565, -4.614, 1.547], [-2.871, -3.244, 2.693], [-0.740, -5.485, 2.396], [-1.945, -5.336, 3.732], [0.813, -4.260, 3.708], [-0.213, -4.483, 5.040], [0.307, -1.986, 4.623], [-1.387, -2.314, 4.338], [-4.069, 1.505, -1.630], [-4.816, 1.682, -3.911], [-3.250, 0.982, -5.708], [-1.002, 0.142, -5.081], [1.797, -1.594, -2.584], [-0.826, -2.225, -4.067], [-0.653, -2.161, -2.364], [-0.180, -4.580, -3.735], [0.771, -4.109, -2.398], [1.928, -4.870, -4.765], [2.632, -3.657, -3.792], [0.706, -2.938, -5.991], [2.464, -2.854, -6.093], [1.060, -0.712, -5.524], [2.619, -1.069, -4.791], [2.179, 1.032, -4.278], [-0.130, 1.872, -5.216], [1.319, 2.995, -5.362], [-0.987, 3.057, -3.296], [-0.739, 4.180, -4.752], [-0.047, 5.219, -2.584], [1.295, 5.107, -3.668], [0.740, 3.192, -1.356], [1.997, 4.292, -1.497], [2.622, 1.961, -2.022], [2.966, 2.968, -3.374], [4.662, 3.031, -0.205], [3.571, 2.619, 0.911], [3.357, 3.555, 2.022], [2.278, 2.108, 0.212], [4.293, 1.304, 1.407], [3.600, 0.255, 2.489], [3.447, 1.181, 3.750], [4.416, -0.925, 2.810], [2.249, 0.015, 1.887], [4.776, 2.431, -0.920], [3.374, 2.146, 3.583], [3.368, -4.113, 1.576], [3.824, -2.944, 0.789], [2.672, -2.233, 0.207], [1.666, -1.838, -0.186], [4.242, -4.688, 1.754], [2.657, -4.690, 1.022], [3.065, -3.851, 2.541], [4.437, -3.202, -0.144], [4.373, -2.256, 1.491], [4.433, -0.070, -2.008]], "atomic_forces_ev_per_a": [[0.1, -0.7, -0.4], [0.4, -1.1, 0.8], [-0.1, 0.8, 1.5], [-0.1, -0.7, -0.5], [0.0, 1.0, 0.8], [-0.5, 0.7, -0.3], [-0.8, -0.9, 0.0], [0.8, 0.7, 0.3], [-0.3, 0.2, 0.3], [-0.7, -0.2, 0.5], [-1.6, -2.5, 0.2], [-1.0, 0.1, -2.6], [0.7, 0.4, 0.0], [0.1, 0.3, 0.0], [-0.8, -0.9, -1.0], [-0.2, 0.4, -0.2], [0.2, 0.2, 0.5], [-2.9, 0.0, 0.5], [0.7, 0.3, -0.3], [0.5, 0.5, 1.6], [0.6, -1.8, 1.2], [2.5, 1.1, -0.7], [0.5, 0.2, -2.1], [-2.1, 0.5, 0.9], [2.0, -1.3, 0.4], [-1.2, 0.9, -1.5], [0.6, 0.4, -0.5], [-0.9, -1.2, -0.2], [1.3, -0.5, 0.4], [0.1, 0.0, 1.3], [0.3, -0.9, -2.0], [0.2, -0.6, 1.1], [-0.7, -2.0, -0.1], [-0.6, 0.1, -1.3], [0.4, 0.8, -1.2], [-0.1, 0.3, -0.3], [0.8, -0.9, -0.8], [-1.8, -0.3, 0.5], [-0.3, -2.0, 1.3], [-0.5, 0.5, 1.4], [0.1, 0.1, 0.0], [-1.5, 0.1, -0.7], [0.6, 0.6, -0.6], [0.5, 0.2, 0.5], [0.2, -1.4, 0.6], [0.1, 0.1, 0.0], [0.8, 0.3, -0.9], [0.3, 0.4, -0.6], [0.2, 0.8, 0.1], [0.0, -0.2, 1.1], [0.8, 0.9, 0.8], [1.0, 0.2, 0.5], [-0.6, -0.6, -0.2], [0.3, -0.3, -0.3], [0.2, 0.5, 0.5], [-0.4, 0.4, -0.2], [0.2, -0.1, 0.5], [0.8, 0.4, -0.2], [0.7, -0.4, 0.9], [0.0, 0.2, 0.4], [0.7, -0.4, -0.6], [0.9, -0.3, 0.2], [-0.3, 1.0, -0.5], [0.7, -0.8, -0.2], [-0.1, 0.0, 0.3], [0.2, -0.2, -0.3], [-0.2, 0.1, -0.5], [-0.5, 0.7, -1.2], [-0.9, -0.9, -0.9], [-1.6, 0.3, 0.6], [-0.2, 0.2, 0.3], [-0.5, 0.3, -0.1], [0.4, -0.6, 0.8], [-0.2, -0.2, 0.3], [-0.6, 0.2, -1.4], [0.1, 0.4, 0.1], [-0.6, -0.3, 1.3], [-0.3, 0.8, -0.1], [0.3, 0.1, -0.1], [-0.7, 1.3, 0.4], [1.1, 0.5, 0.9], [0.3, -0.1, 0.2], [-0.2, 0.1, 0.1], [0.3, -0.4, 0.9], [0.3, 0.5, 0.3], [-0.6, 0.4, 0.3], [0.6, 0.7, -0.2], [-0.7, -0.5, 0.3], [1.0, 1.2, -1.2], [-0.2, -0.3, 0.2], [-0.3, 0.3, 0.2], [0.9, 0.8, -1.1], [-0.1, 0.3, -0.8], [0.3, -0.2, -0.3], [0.5, 0.0, 0.3], [0.9, 0.5, -0.4], [-1.3, 2.1, 2.1], [0.3, -0.8, -1.6], [0.1, 0.6, 0.0], [0.5, 1.0, 0.2], [0.4, -1.8, 1.4], [1.2, 1.1, -0.7], [-0.1, 0.7, 1.1], [0.2, 0.2, 0.0], [-1.2, -0.5, -0.3], [0.0, -1.5, -1.2], [0.0, -0.5, -0.4], [0.5, -0.8, -0.8], [0.9, 1.7, -1.8], [0.2, -0.5, 0.5], [-0.2, 0.4, -0.1], [0.8, -1.0, 0.0], [-0.6, -0.6, 0.0], [-1.1, 0.6, 1.3], [-0.5, 0.2, 1.4], [-0.3, -0.2, -1.1], [0.0, -0.3, 0.0]], "mulliken_charge": [-1.32, -2.16, 2.49, 0.70, -0.28, -1.07, -0.86, -0.49, 0.71, 0.55, 0.32, -0.31, 0.02, -1.29, -0.45, -1.19, 1.00, -0.32, -0.76, -0.67, -0.76, -0.81, -0.19, -0.04, -1.53, -0.61, -0.56, -0.35, 1.18, 1.45, -0.81, -0.72, -0.63, -0.95, -0.63, 0.42, -1.64, 0.61, -1.76, 0.75, -0.90, 0.63, 0.53, 0.35, 0.19, 0.37, 0.34, 0.24, 0.93, -1.02, 0.97, -0.21, 0.44, 0.42, 0.42, 0.01, 0.52, -0.10, 0.79, -0.42, 0.71, -0.17, 0.44, 0.03, 0.35, 0.37, 0.11, 0.42, 0.38, 0.34, 0.22, 0.49, 0.28, 0.55, -0.56, 0.29, 0.34, 0.48, 0.03, 0.42, 0.26, 0.30, 0.48, 0.02, 0.40, 0.82, 0.32, 0.64, -0.55, 0.31, 0.49, 0.53, -1.06, 0.59, -0.87, 0.70, -0.61, 0.56, -0.84, 0.02, -0.22, 0.46, -0.58, -0.94, 0.03, 0.17, 0.39, -1.48, -0.10, -0.09, 0.44, 0.55, 0.35, 0.33, 0.32, 0.15, -0.37], "charge": -1, "fmax_ev_per_a": 3.2, "e_homo_ha": -0.1780}